*w*
Computed, not measured: 8 unconnected molecules or ions with the total composition C32H88N8O8, with ωB97M-V/def2-TZVPD.

Computed properties:
- net charge = 0
- SMILES = COC[C@H](C)N.COC[C@H](C)N.COC[C@H](C)N.COC[C@H](C)N.COC[C@H](C)N.COC[C@H](C)N.COC[C@H](C)N.COC[C@H](C)N
- orbital gap (eV) = 9.53
- highest occupied orbital energy (Eh) = -0.329

Each line ends with the Löwdin charge.
Element x y z (Å)
O1 0.8289 0.7621 -0.5088  -0.1764
O2 5.6107 3.9526 0.1909  -0.2321
O3 1.9472 1.8818 4.7669  -0.1897
O4 0.4174 5.3582 -0.8792  -0.1900
O5 -4.2175 -1.0176 1.5787  -0.1760
O6 1.2156 -5.2481 0.6183  -0.2346
O7 -1.0983 -5.8716 -5.7221  -0.1965
O8 -4.1140 3.9339 -3.2846  -0.1992
N1 0.7708 -2.9415 -1.1376  0.0521
N2 3.0332 4.2915 1.4018  0.0577
N3 -3.7169 0.4552 4.8789  0.0366
N4 1.4273 -3.7048 -4.1093  0.0262
N5 -1.5198 -7.6981 0.9704  0.0393
N6 -5.7641 1.6437 -2.8044  0.0400
N7 4.9326 1.6367 1.8498  0.0451
N8 -0.6886 1.0793 5.0215  0.0319
C1 1.0683 -0.4454 -1.2104  -0.2123
C2 -3.8729 3.0889 -2.1901  -0.2224
C3 0.5593 -6.4238 0.9942  -0.2181
C4 -4.3294 1.6746 -2.5382  -0.4196
C5 6.4473 2.8294 0.3033  -0.2093
C6 3.3304 1.7291 4.9588  -0.1056
C7 -0.0358 5.0193 -2.1704  -0.0982
C8 1.5619 4.6115 -0.4839  -0.2043
C9 0.7650 -4.9622 -4.5499  -0.4216
C10 -0.5306 2.3365 2.9935  -0.0499
C11 0.9411 -5.9322 -3.3803  -0.0581
C12 4.5903 1.4495 -0.5924  -0.0458
C13 -0.4757 1.2328 -0.7861  -0.1142
C14 1.4558 0.9567 3.8247  -0.2193
C15 -0.7033 -4.7616 -4.9431  -0.2188
C16 5.5898 1.5811 0.5510  -0.4123
C17 -1.6361 -5.2632 0.5556  -0.0474
C18 0.4044 -1.6347 -0.5502  -0.3936
C19 2.3538 6.6240 0.7831  -0.0583
C20 6.2415 5.1779 -0.0175  -0.1074
C21 0.7858 -1.6902 0.9340  -0.0418
C22 1.9793 5.1428 0.8805  -0.4262
C23 -5.5240 -1.0521 4.2467  -0.0595
C24 -4.2255 5.3028 -2.9353  -0.0918
C25 -0.0566 1.0517 3.6858  -0.4025
C26 -2.4191 -5.7560 -6.2196  -0.1099
C27 -4.0909 -0.6150 3.9543  -0.4544
C28 -0.8288 -6.5497 0.3735  -0.4284
C29 -4.0163 -0.4789 0.2920  -0.1215
C30 2.5745 -5.1772 0.9636  -0.0934
C31 -3.8442 -0.0668 2.5671  -0.2111
C32 -3.6598 1.1435 -3.8206  -0.0563
H1 -5.5715 -1.2012 5.3258  0.0710
H2 4.1248 2.2534 1.8133  0.0313
H3 -3.1280 -5.5653 -5.4075  0.0849
H4 1.9981 -6.1178 -3.2166  0.0785
H5 0.5600 -0.7465 1.4481  0.0491
H6 -2.4741 -7.4695 1.2115  0.0622
H7 0.1621 -2.3815 1.5087  0.0799
H8 -5.9859 2.4233 -3.4149  0.0711
H9 -4.1345 5.9722 -3.7863  0.0878
H10 -0.6972 -3.8657 -5.5829  0.1208
H11 -0.0571 3.2116 3.4592  0.0789
H12 -2.7350 0.6888 4.6869  0.0192
H13 5.1284 1.6418 -1.5243  0.0829
H14 4.1285 0.4710 -0.7159  0.0622
H15 6.7807 5.2457 -0.9756  0.0935
H16 -0.8076 1.1732 -1.8275  0.0905
H17 3.9209 4.4649 0.9154  0.0453
H18 0.3673 -6.8547 -3.4978  0.0795
H19 3.5924 0.6947 5.2246  0.0921
H20 -4.5558 0.4664 0.1665  0.0781
H21 6.9512 5.4192 0.7798  0.0938
H22 -4.0544 0.9780 -1.7498  0.0940
H23 -6.3651 1.7457 -1.9950  0.0691
H24 -1.3702 -4.6652 -4.0774  0.1298
H25 0.6430 5.4832 -2.8900  0.0943
H26 -1.0501 -7.9423 1.8363  0.0602
H27 -3.4534 -1.5102 4.0403  0.1359
H28 -0.2580 2.4506 1.9438  0.0628
H29 6.9578 2.6689 -0.6602  0.1237
H30 -4.4927 -1.2367 -0.3330  0.1011
H31 -3.4454 5.5325 -2.2036  0.0758
H32 -2.5974 1.4036 -3.8160  0.0684
H33 3.6712 2.3246 5.8034  0.0889
H34 -2.6053 -6.7248 -6.6781  0.0872
H35 1.4856 7.2328 0.5240  0.0742
H36 0.9576 -0.4441 -2.3050  0.1320
H37 -0.6692 -6.7321 -0.6952  0.1224
H38 2.6838 6.9733 1.7654  0.0757
H39 -1.2938 -4.4942 -0.1429  0.0597
H40 -2.7712 0.1402 2.4507  0.1134
H41 6.2728 0.7290 0.5011  0.1333
H42 2.4328 4.6656 -1.1541  0.1341
H43 1.7536 -2.8980 -1.3966  0.0778
H44 -2.5080 -4.9559 -6.9613  0.0852
H45 7.2521 2.9564 1.0375  0.1258
H46 3.2800 4.5128 2.3630  0.0835
H47 -6.2570 -0.2969 3.9539  0.0803
H48 1.2717 -5.2513 -5.4737  0.1338
H49 3.0186 -4.2867 0.5231  0.0813
H50 1.2321 3.5682 -0.4464  0.1000
H51 -3.7124 0.0562 -3.8675  0.0737
H52 -0.0564 3.9278 -2.3086  0.0771
H53 1.0707 -3.5456 -3.1626  0.0069
H54 -3.6888 0.1577 5.8487  0.0699
H55 -1.2085 0.7485 -0.1315  0.0659
H56 3.7922 2.1888 -0.5279  0.0667
H57 1.0302 -2.9287 -4.6374  0.0577
H58 1.9457 1.0250 2.8431  0.1238
H59 1.1817 -7.2767 0.6918  0.1319
H60 -5.2238 5.4434 -2.5038  0.0916
H61 -4.4667 0.8280 2.4339  0.1340
H62 -2.6792 -5.4472 0.3016  0.0785
H63 3.1294 6.8726 0.0543  0.0695
H64 3.8654 1.9831 4.0390  0.0559
H65 1.7203 -0.0433 4.2069  0.1250
H66 -2.8466 3.1529 -1.7995  0.1142
H67 -1.5838 2.4579 3.2413  0.0708
H68 -0.7044 0.1650 5.4636  0.0824
H69 0.6901 -3.6619 -0.4242  0.0257
H70 -5.8371 -1.9593 3.7304  0.0735
H71 -2.9734 -0.3360 -0.0096  0.0609
H72 5.5216 5.9896 -0.1379  0.0782
H73 1.0729 5.1111 1.4902  0.1361
H74 5.5417 2.0071 2.5692  0.0660
H75 0.4058 -6.4978 2.0853  0.1298
H76 -0.5014 2.2947 -0.5245  0.0657
H77 2.1671 -0.5202 -1.1968  0.1125
H78 1.8419 -1.8896 1.1155  0.0877
H79 -0.1241 1.6601 5.6322  0.0785
H80 2.6720 -5.0650 2.0514  0.0952
H81 0.4324 -5.4544 -2.5375  0.0543
H82 3.1259 -6.0640 0.6367  0.0924
H83 -4.1611 1.5522 -4.6942  0.0752
H84 -1.0819 5.2967 -2.2935  0.0706
H85 -4.5177 3.4344 -1.3641  0.1238
H86 -0.4354 0.2327 3.0747  0.1093
H87 -1.4757 -4.8846 1.5668  0.0861
H88 -0.6821 -1.5191 -0.6156  0.1253

=====

*x*
Computed, not measured: 8 unconnected molecules or ions with the total composition C32H88N8O8, with ωB97M-V/def2-TZVPD.

Computed properties:
- net charge = 0
- SMILES = COC[C@H](C)N.COC[C@H](C)N.COC[C@H](C)N.COC[C@H](C)N.COC[C@H](C)N.COC[C@H](C)N.COC[C@H](C)N.COC[C@H](C)N
- orbital gap (eV) = 9.65
- highest occupied orbital energy (Eh) = -0.331

Each line ends with the Löwdin charge.
Element x y z (Å)
O1 -0.3198 0.4533 -1.2459  -0.2046
O2 -0.0483 -5.5023 -3.1296  -0.1976
O3 4.4527 0.9705 2.4769  -0.2297
O4 -3.7680 -3.8543 1.8814  -0.1956
O5 -0.6074 3.1052 5.0878  -0.1838
O6 4.9620 3.8803 -0.5879  -0.1642
O7 -2.6613 7.6605 -0.8600  -0.1872
O8 -3.4761 -2.3160 -2.9088  -0.1985
N1 -1.6690 -1.0405 2.7047  0.0627
N2 1.6764 2.8068 -1.8575  0.0607
N3 -0.2344 4.9809 -0.5908  0.0325
N4 -6.8094 -2.5064 -1.3346  0.0419
N5 1.6132 -0.2105 0.9527  0.0808
N6 3.0847 -7.3733 -2.6535  0.0360
N7 5.9785 -2.1793 1.4698  0.0551
N8 0.6192 2.7561 1.5084  0.0609
C1 -4.8486 -2.1941 -2.7612  -0.2378
C2 3.9765 1.9762 -2.5393  -0.0281
C3 0.8805 -6.4422 -2.5640  -0.2159
C4 -1.2683 -5.4562 -2.3872  -0.0991
C5 -2.9247 -1.4456 -3.8558  -0.1229
C6 -1.6480 3.0043 2.2477  -0.0439
C7 -5.4220 -2.9024 -1.5398  -0.4541
C8 -4.9784 -4.3772 2.2938  -0.1451
C9 -0.9871 -3.5660 3.0372  -0.0335
C10 3.5054 1.4079 3.4384  -0.1036
C11 -3.3679 -2.6897 2.5144  -0.2309
C12 4.8059 -0.4091 2.5367  -0.2270
C13 1.6505 -2.4602 -0.1312  -0.0567
C14 -0.2300 3.3524 2.5177  -0.4800
C15 -1.7069 6.8438 -0.2661  -0.2926
C16 2.2615 -6.3341 -3.2340  -0.4473
C17 3.6514 4.0163 -1.0606  -0.2202
C18 2.1046 -6.2859 -4.7723  -0.0528
C19 -1.6408 0.9329 -1.0380  -0.0795
C20 -1.0820 6.0066 -1.2730  -0.4067
C21 -2.1659 5.1391 -2.0002  -0.0650
C22 -1.8624 -2.4862 2.3631  -0.4111
C23 1.2978 -0.9763 -0.3111  -0.4101
C24 5.7808 -0.7578 1.4849  -0.4506
C25 5.4824 -0.1727 0.1104  -0.0243
C26 -1.0116 4.4452 5.1642  -0.1429
C27 -5.3211 -4.3793 -1.7817  -0.0638
C28 5.0325 3.5561 0.8045  -0.0701
C29 3.0872 2.6835 -1.4761  -0.4209
C30 -0.1718 -0.8101 -0.6642  -0.2278
C31 -3.3933 8.3378 0.1568  -0.1101
C32 0.1953 2.8284 3.8664  -0.1582
H1 2.6715 -2.6382 0.3245  0.0771
H2 -4.8498 -2.6820 -0.6645  0.1155
H3 3.8252 1.3705 4.4840  0.0917
H4 3.0861 4.4655 -0.3102  0.0823
H5 -5.3538 -2.6665 -3.6299  0.1308
H6 -2.2896 6.2043 0.5149  0.1522
H7 5.5339 0.8635 0.0242  0.0432
H8 0.6076 -7.4677 -2.6545  0.1064
H9 0.0325 -3.2635 2.8682  0.0571
H10 3.6367 0.9397 -2.7410  0.0816
H11 0.3562 1.7693 3.8120  0.1086
H12 -0.7666 -0.7713 2.4171  0.0234
H13 -1.6637 1.9591 2.0300  0.0572
H14 -2.8922 5.7193 -2.6115  0.0742
H15 5.1422 -0.7029 3.5415  0.1279
H16 1.8299 -0.6299 -1.2569  0.1389
H17 1.2924 1.8625 -1.6992  0.0635
H18 4.5534 -0.5206 -0.2424  0.0586
H19 -1.9336 -1.0359 -3.5094  0.0854
H20 6.7347 -0.2921 1.8052  0.1531
H21 -2.0923 -5.0450 -2.9966  0.0792
H22 1.0975 -6.3075 -1.4925  0.1255
H23 2.9914 2.0714 -0.6207  0.0991
H24 -1.5884 -6.4595 -2.1026  0.0848
H25 1.1112 0.7040 0.8521  0.0450
H26 4.5340 4.3866 1.3855  0.1151
H27 1.7341 -7.2149 -5.1986  0.0730
H28 6.1222 -2.4869 2.4213  0.0748
H29 0.2217 3.0492 0.6287  0.0348
H30 3.4687 4.6926 -1.9135  0.1402
H31 4.0317 2.5488 -3.4728  0.0852
H32 -2.2465 3.2365 3.1682  0.0934
H33 -1.1157 -4.7545 -1.5415  0.0902
H34 -2.0537 0.9120 -0.0553  0.0665
H35 1.1558 3.2753 4.1387  0.1146
H36 -0.8469 -0.8908 0.1867  0.0892
H37 2.7795 -8.2579 -3.0525  0.0758
H38 -1.0275 7.4651 0.2620  0.1135
H39 -3.6552 -0.5861 -4.0313  0.0992
H40 -1.7326 4.4762 6.0108  0.1032
H41 -2.8569 8.7817 1.0221  0.0964
H42 -4.9487 -4.7232 3.3608  0.0978
H43 1.6675 2.9162 -2.8477  0.0704
H44 1.6107 2.9990 1.4420  0.0766
H45 6.0369 3.4205 1.0457  0.0801
H46 4.9548 1.8344 -2.1725  0.0434
H47 -1.6336 4.7242 4.3180  0.0656
H48 -3.5896 -2.7196 3.5675  0.1211
H49 -4.0019 9.0835 -0.3832  0.0906
H50 -7.2991 -3.1802 -0.7656  0.0639
H51 0.4230 5.3375 0.0668  0.0513
H52 -1.2566 -3.5746 4.0976  0.0810
H53 -5.7618 -5.0339 -1.0017  0.0796
H54 -5.1808 -5.1574 1.5157  0.0910
H55 -4.2854 -4.6328 -1.6729  0.0550
H56 -7.0272 -1.5323 -1.1681  0.0712
H57 -1.6979 4.3464 -2.6187  0.0683
H58 -1.1732 -4.4942 2.4990  0.0783
H59 0.9096 -2.8559 0.5404  0.0547
H60 -4.1589 7.6266 0.5300  0.0906
H61 1.3494 -5.5190 -4.9959  0.0702
H62 3.3016 2.4676 3.1205  0.0864
H63 -1.6950 -2.5591 1.3207  0.0988
H64 -1.9788 3.5588 1.3668  0.0711
H65 3.0425 -5.9601 -5.2430  0.0736
H66 -1.9104 -0.8875 3.6705  0.0732
H67 6.2080 -0.5337 -0.5735  0.0790
H68 -0.5480 -1.6500 -1.4308  0.1668
H69 -3.8500 -1.8797 1.9456  0.1312
H70 -5.0915 -1.0587 -2.7210  0.1417
H71 -2.4103 0.4007 -1.6753  0.0988
H72 5.1516 -2.6513 1.1773  0.0548
H73 4.0839 -7.2368 -2.7291  0.0732
H74 -5.6149 -4.6624 -2.8333  0.1051
H75 -2.7520 -1.9282 -4.8340  0.0874
H76 2.6065 -5.3906 -2.8813  0.1185
H77 -0.2257 5.1484 5.3108  0.0775
H78 -1.5617 1.9514 -1.2926  0.0601
H79 1.7621 -2.9086 -1.1231  0.0749
H80 -0.4928 6.6205 -2.0362  0.1593
H81 4.5361 2.6890 1.0214  0.0132
H82 -0.0816 4.4570 2.5312  0.1364
H83 -2.8609 4.6365 -1.2424  0.0936
H84 2.5725 0.8236 3.3409  0.0743
H85 -5.9250 -3.7645 2.2424  0.0938
H86 2.6036 -0.0168 1.0444  0.0229
H87 3.8170 -0.9829 2.4756  0.1334
H88 0.3164 4.3565 -1.2039  0.0364

=====

Most favorable structure: *w*. The second most favorable one is 2.002 eV above it.